11
Properties=species:S:1:pos:R:3:lowdin_charge:R:1 method="wB97M-V/def2-TZVPD" orbital_gap_ev=10.79 homo_ev=-9.9 max_force_ha_per_bohr=0.0651 relative_energy_kcal_mol=59.8 energy_ha=-268.31001 multiplicity=1 smiles=O[C@H]1C[C@@H]1O
O -1.519 -1.324 0.208 0.011
O 0.432 1.201 -1.636 0.011
C -0.977 -0.069 0.054 -0.363
C 0.339 0.155 0.684 -0.038
C 0.250 0.085 -0.824 -0.312
H 0.633 -0.778 1.344 0.157
H 1.316 1.262 -1.891 0.062
H -1.436 -1.696 -0.651 0.075
H 0.546 1.179 1.031 0.116
H 0.468 -0.859 -1.433 0.167
H -1.721 0.613 0.056 0.115